Record 1
{
  "formula": "C5H14NO",
  "method": "wB97M-V/def2-TZVPD",
  "homo_energy_ev": -13.80,
  "charge": 1,
  "e_above_lowest_kj_mol": 913.1,
  "symbols": ["N", "C", "H", "H", "H", "C", "H", "H", "H", "O", "C", "H", "H", "H", "H", "H", "H", "C", "H", "C", "H"],
  "xyz": [[-3.170252, 0.531240, 0.094126], [-0.431364, 0.225842, -1.516907], [-1.139854, -1.186517, 1.922672], [1.446483, -1.022861, 1.600818], [-2.439854, 0.152275, 0.707462], [1.859994, 0.090618, -0.432172], [2.127185, 1.885268, 0.753993], [2.625280, 0.309287, -1.166746], [3.190859, -0.534347, 1.351844], [-0.676801, -0.735402, 1.172384], [0.705183, -0.685821, -1.014512], [1.195589, -1.300231, -1.783489], [-1.403240, -0.254546, -1.460900], [0.490005, 1.089648, 0.970535], [0.212261, -1.440306, -0.231526], [-0.643585, 1.004995, -0.790010], [-3.620265, -0.340254, -0.204297], [1.534773, 0.976864, 0.726408], [-0.095119, 0.722527, -2.426685], [2.152474, -0.407481, 1.067943], [-3.919761, 0.919212, 0.659060]],
  "forces_ev_per_angstrom": [[-0.4343, -1.1787, 0.2299], [-0.6719, -0.2402, 2.0610], [0.5517, -0.3699, -0.6311], [0.0218, -0.4766, -0.6696], [-0.0456, 0.6241, 0.0402], [-3.5922, 0.2831, -0.7957], [0.3403, -0.2783, 0.3916], [0.7292, -0.3122, 0.6633], [0.0632, 0.1410, -0.3517], [-0.2265, 0.0284, -0.4034], [2.5429, 0.9186, -0.8506], [-0.6857, -0.5200, 0.2479], [0.1621, -0.3597, -1.0791], [-0.2101, -0.3806, 0.2318], [-0.8400, 0.2889, 0.8117], [0.2923, 0.4589, -0.0141], [0.0746, 0.2089, -0.4772], [1.7788, -0.6641, -0.8707], [-0.0555, -0.3622, -0.2724], [-0.0623, 1.7386, 1.5022], [0.2673, 0.4521, 0.2362]]
}

***

Record 2
{
  "formula": "C12H32FLiO4",
  "method": "wB97M-V/def2-TZVPD",
  "homo_energy_ev": [-12.26, -12.25],
  "multiplicity": 2,
  "s2": 0.75,
  "charge": 1,
  "symbols": ["H", "H", "H", "H", "H", "H", "H", "C", "H", "C", "H", "H", "H", "H", "H", "O", "C", "H", "H", "H", "C", "C", "H", "H", "O", "H", "H", "H", "F", "H", "C", "C", "C", "H", "C", "H", "C", "O", "H", "H", "H", "H", "H", "C", "H", "H", "C", "H", "O", "Li"],
  "xyz": [[0.158717, 3.104640, 1.562587], [-3.155223, -1.362140, 5.027937], [-0.060283, -1.072700, 3.029997], [-1.167563, 0.962720, -3.890413], [2.574317, -1.653050, -1.400663], [-0.656203, 0.113300, -2.428693], [-1.888963, -1.289160, -4.949233], [-0.056403, 3.910740, -0.928993], [-0.090513, -0.137240, 4.558097], [0.674287, 2.400060, 0.910007], [3.868097, -2.493880, 0.968097], [3.829487, -1.247990, 2.277287], [0.972557, -0.911360, -4.005053], [1.481447, -0.244430, -1.161893], [0.486307, 1.456550, 1.422387], [-1.205963, -2.352510, -3.262293], [-3.012253, -0.369000, 4.602127], [-3.936063, 0.044280, 4.197297], [-1.916493, 0.703380, 3.144467], [-2.319393, 0.166800, -2.807853], [3.789787, -1.432540, 1.203757], [-1.339583, 0.078190, -3.277133], [0.876497, 4.473230, -0.891573], [-0.742393, -1.772340, 4.506217], [1.446507, -1.734300, 1.177077], [-1.116303, 1.011130, -0.042053], [2.158467, 0.086520, 1.085167], [0.596487, -1.439400, 0.842257], [-0.898053, -0.813000, 0.182337], [0.267437, -0.284080, -5.458383], [-0.627523, -0.851660, 3.934147], [-1.161623, -1.212590, -4.141013], [-1.964903, -0.337640, 3.463887], [-1.803183, -0.916880, 1.677977], [2.463137, -0.873490, 0.668427], [-2.668993, 0.260390, 5.423187], [0.132557, 2.472670, -0.497643], [-2.351753, -1.194140, 2.415417], [0.674627, 1.848940, -1.208433], [-0.739273, 4.541600, -0.359973], [-0.458623, 3.995720, -1.938493], [-1.207073, -3.130790, -3.824333], [0.567967, -2.023800, -5.241973], [0.209887, -1.115980, -4.756433], [3.172147, -0.056130, -1.172493], [1.750187, 2.563330, 0.972327], [2.394607, -0.740260, -0.832663], [4.641857, -0.876050, 0.813387], [-1.163763, 1.914270, -0.364043], [-1.479023, -2.169950, -1.224123]],
  "forces_ev_per_angstrom": [[0.0697, 0.4177, -0.2611], [-0.1231, -0.0631, -0.2777], [0.5893, 0.0244, 0.2750], [-0.0627, -0.0764, 0.0557], [-0.2409, -0.2684, 0.2436], [0.4210, -0.1831, -0.1944], [-0.4005, -0.1209, 0.3451], [0.3367, 0.7125, -0.8854], [-0.3820, 0.3597, -0.1922], [1.0485, 0.1460, 0.7808], [0.0418, 0.0941, 0.0695], [-0.0912, -0.4402, 0.0950], [-0.1150, 0.0798, 0.2967], [-0.3168, -0.3382, 0.0884], [0.0188, -0.4875, -0.4635], [-0.6038, -0.0608, 0.5675], [0.4537, -0.0676, -0.4852], [-0.1403, -0.1594, 0.2131], [0.6823, 0.0993, -0.8342], [-0.2846, -0.0202, -0.2973], [-0.4462, 1.0662, 0.0222], [-0.6005, -0.8664, -0.2219], [0.2559, -0.2125, -0.1939], [-0.2055, 0.0176, -0.1336], [0.0637, -1.0252, 0.3152], [0.3529, -0.3934, -0.1007], [0.9371, 0.4622, 0.0512], [-0.3764, 0.3169, -0.4099], [-1.0413, -0.8985, 0.2096], [-0.1422, -0.1301, -0.1614], [2.0902, -1.1923, -0.1969], [1.0089, 1.8269, 0.6175], [-3.4233, 0.0817, 1.5288], [1.3498, 0.2712, -2.8964], [-0.2585, -0.3683, 0.3234], [0.0793, 0.1433, -0.1699], [-1.2690, -0.0711, 1.4783], [-0.4083, 0.5682, 2.3899], [0.4938, 0.3723, -0.1344], [-0.1886, -0.6987, 0.6542], [0.2207, -0.2609, -0.2037], [0.0534, -0.2944, 0.1072], [-0.3570, -0.0998, -0.2816], [0.9639, -0.0339, -0.1486], [0.2464, 0.1022, 0.1284], [0.0849, 0.2316, 0.0461], [0.5064, 0.5003, -0.6453], [-0.0132, -0.1409, -0.3118], [-1.4586, 0.2685, -0.7611], [0.5804, 0.8095, -0.0402]]
}

***

Record 3
{
  "formula": "C4H10N2O",
  "method": "wB97M-V/def2-TZVPD",
  "homo_energy_ev": -8.50,
  "charge": 0,
  "e_above_lowest_kj_mol": 558.4,
  "smiles": "C=CN(C)O.C=N",
  "symbols": ["N", "C", "C", "H", "H", "H", "H", "H", "O", "N", "H", "H", "C", "C", "H", "H", "H"],
  "xyz": [[-2.407391, 1.347746, 0.705411], [2.236597, 0.031857, -0.529888], [0.980800, 0.498813, -0.601435], [2.518637, -0.813380, 0.074420], [-0.591168, -0.862820, -2.093352], [3.036939, 0.576971, -0.999278], [-1.234772, 1.251941, 2.327919], [-2.401763, 1.190603, -0.301986], [-1.064349, -0.384912, -1.390336], [-0.187503, -0.240016, -0.285463], [-1.060196, -1.839584, 0.673860], [0.743363, 1.318349, -1.269799], [-0.055166, -1.494646, 0.438508], [-1.274316, 1.274971, 1.242651], [0.458961, -2.252748, -0.160015], [-0.209123, 1.709422, 0.819531], [0.510450, -1.312567, 1.349251]],
  "forces_ev_per_angstrom": [[-0.5028, -1.7221, -0.1083], [-0.4732, 0.6303, 0.5816], [-0.1456, -1.8713, -2.0317], [-0.0724, -0.3240, -0.0885], [0.1105, -0.0031, 0.1465], [0.1281, 0.2983, 0.1609], [-0.0576, -0.2467, 0.3548], [0.2391, 0.9766, -0.1461], [0.4078, 0.3143, 0.2750], [0.6200, -0.8429, 0.1447], [0.0683, -0.0132, 0.1023], [0.0178, 0.2708, 0.2644], [-0.0749, 0.4050, -0.5850], [2.2847, 3.5610, 0.0301], [0.1047, -0.1710, -0.0173], [-2.6168, -1.2720, 0.8295], [-0.0378, 0.0101, 0.0872]]
}

***

Record 4
{
  "formula": "C8H15Cl2NO2PTl",
  "method": "wB97M-V/def2-TZVPD",
  "homo_energy_ev": [-16.73, -16.65],
  "charge": 2,
  "e_above_lowest_kj_mol": 462.1,
  "symbols": ["C", "C", "C", "H", "Tl", "H", "H", "H", "O", "H", "N", "H", "C", "H", "H", "H", "H", "Cl", "H", "P", "H", "C", "C", "H", "C", "Cl", "H", "H", "C", "O"],
  "xyz": [[1.209300, 2.187500, -2.461400], [-0.001300, -0.028600, 4.718000], [0.639700, -0.446300, -3.518100], [1.648600, -0.799300, -3.293200], [0.000000, 0.000000, 0.000000], [-0.091000, -3.737600, -1.509200], [0.001600, 1.037200, 5.038000], [0.903200, -0.524100, 5.121600], [-1.696000, -2.343800, -0.201300], [-2.251200, 0.529600, -2.767300], [-0.020200, -0.311100, 2.099700], [1.124100, -2.417900, -1.739700], [-1.516100, 1.334800, -2.851600], [-1.443800, 1.651600, -3.896700], [2.098700, 2.055100, -1.842500], [-1.827300, 2.172900, -2.222100], [1.079100, -3.292600, -0.232400], [0.620800, 2.422400, 0.514000], [1.486800, 2.292400, -3.515400], [0.105800, 0.757500, -2.246400], [0.636400, 0.019700, -4.508800], [-1.783600, 0.484600, 0.141500], [-0.013000, -0.188200, 3.245200], [0.672000, 3.073100, -2.112900], [0.447100, -2.909300, -1.040200], [2.338800, -0.573200, -0.073000], [-0.038700, -1.304000, -3.517500], [-0.904700, -0.521500, 5.132100], [-0.567100, -1.941700, -0.437800], [-2.892600, 0.784500, 0.253000]],
  "forces_ev_per_angstrom": [[0.0328, -0.0413, 0.3415], [-0.0540, -0.1728, -0.0494], [0.0017, -0.5336, 0.7174], [-0.0159, 0.0851, -0.0460], [10.4518, 1.0087, 0.6248], [-0.1452, 0.2342, 0.1662], [0.0079, -0.6325, -0.5533], [-0.4425, 0.2062, -0.2646], [3.9966, 2.8408, -0.3284], [-0.0732, 0.0971, -0.1547], [-0.0901, -0.4317, 3.3162], [-0.1381, 0.0418, 0.1894], [-0.1192, -0.3083, 0.9167], [0.1778, -0.0404, 0.1558], [0.0135, 0.0487, -0.1776], [-0.1134, 0.0562, -0.2133], [-0.1042, 0.1345, 0.1246], [-0.4700, -0.3065, 0.0505], [-0.1318, -0.1758, 0.0988], [0.8601, 2.0151, -5.5664], [-0.1074, 0.1599, 0.2443], [-15.7210, 4.3702, 2.4371], [0.0835, 0.3149, 0.5966], [0.1663, -0.0927, -0.1348], [0.6387, 0.0926, -0.2357], [0.8677, -0.2973, 0.0682], [0.0476, 0.0762, -0.1681], [0.4978, 0.2235, -0.2661], [-4.8508, -7.7725, -1.1596], [4.7329, -1.2000, -0.7302]]
}

***

Record 5
{
  "formula": "C4H7FS",
  "method": "wB97M-V/def2-TZVPD",
  "homo_energy_ev": -8.63,
  "charge": 0,
  "e_above_lowest_kj_mol": 84.8,
  "smiles": "CC(=S)[C@@H](C)F",
  "symbols": ["H", "H", "H", "C", "H", "H", "F", "S", "C", "C", "H", "H", "C"],
  "xyz": [[2.447804, -0.541567, 0.383254], [0.629865, -0.497033, -1.455755], [1.141782, -0.639030, 1.518503], [1.437870, -0.211837, 0.579938], [-2.237703, 1.480867, -0.427770], [-0.613964, 1.574758, -1.072991], [0.563317, -2.132053, -0.355629], [-2.192110, -1.363737, 0.241621], [0.440934, -0.766308, -0.399812], [-0.965723, -0.363669, -0.176869], [-0.868608, 1.449803, 0.703918], [1.424213, 0.901040, 0.705742], [-1.207679, 1.108770, -0.244146]],
  "forces_ev_per_angstrom": [[0.1570, -0.0524, -0.3351], [0.2826, 0.1807, 0.2731], [-0.0222, -0.1565, 0.7569], [-0.1544, 1.3023, 0.4300], [0.4801, -0.8975, 0.4105], [-0.0481, -0.2644, 0.8463], [0.0911, -0.5923, 0.0682], [0.9241, 0.2531, -0.3405], [0.2373, -0.2303, -1.2684], [-2.2275, -0.1374, 0.6998], [0.3429, 0.8915, 0.7796], [-0.0397, -0.9530, -0.3758], [-0.0231, 0.6561, -1.9446]]
}

***

Record 6
{
  "formula": "C5H8O",
  "method": "wB97M-V/def2-TZVPD",
  "homo_energy_ev": -8.53,
  "charge": 0,
  "e_above_lowest_kj_mol": 253.2,
  "smiles": "O/C=C\\C1CC1",
  "symbols": ["C", "H", "O", "H", "H", "H", "C", "H", "C", "H", "H", "H", "C", "C"],
  "xyz": [[-0.206087, -0.512230, -0.465375], [-1.514839, -1.051865, 1.233542], [1.678045, 1.802193, 0.175731], [-1.216992, 1.281144, 0.418317], [1.395549, -1.440936, 0.714087], [3.037185, 0.408523, 0.334792], [1.973764, 0.497739, 0.270446], [-1.834304, 0.813359, -1.226369], [-1.513704, -0.895082, 0.160278], [-2.189623, -1.541132, -0.389883], [-0.065705, -0.888172, -1.483343], [0.714457, 1.508533, 0.243670], [1.053736, -0.482932, 0.344196], [-1.311482, 0.500858, -0.330089]],
  "forces_ev_per_angstrom": [[-0.1096, 0.0322, 0.2928], [0.0009, 0.0172, -0.1144], [-2.9255, -0.9879, -0.6156], [-0.0934, -0.0478, -0.0129], [0.2001, -0.1303, -0.3279], [0.5551, -0.7531, 0.6398], [1.2524, -0.8079, 0.7314], [0.0921, -0.0187, 0.0705], [-0.1937, -0.2607, 0.2071], [0.1214, 0.0989, 0.0251], [0.0577, 0.1275, 0.3112], [0.4688, 2.7261, -0.3538], [0.7767, -0.4160, -0.8603], [-0.2031, 0.4204, 0.0072]]
}

***

Record 7
{
  "formula": "C8H16BO2P",
  "method": "wB97M-V/def2-TZVPD",
  "homo_energy_ev": -9.84,
  "charge": 0,
  "smiles": "CB1OC(C)(C)C(C)(C)O1.C#P",
  "symbols": ["H", "C", "C", "C", "H", "H", "H", "H", "H", "H", "C", "H", "C", "C", "H", "H", "O", "P", "H", "H", "H", "H", "C", "B", "H", "O", "C", "H"],
  "xyz": [[-2.784310, 2.519133, -0.068690], [0.478785, -0.673928, -0.587166], [1.426322, -0.585592, -1.742933], [2.357298, 0.476493, 0.852674], [-0.477111, -2.119196, 0.531390], [2.954041, 0.961408, 0.063121], [1.159444, -1.435363, 2.286039], [-1.608558, 3.447043, -0.687486], [-3.304677, 0.321092, -1.039110], [1.001560, -2.787740, -0.289038], [-3.386693, -0.091526, -0.076860], [2.483965, 0.898796, 1.844967], [0.477294, -0.650882, 2.046383], [0.119218, -2.163558, -0.340585], [-0.565845, -2.583020, -1.105752], [-2.317804, 2.406213, -1.735883], [0.154659, 1.336767, 0.590410], [-3.714680, -0.163680, 1.433247], [0.746216, 0.134362, 2.843528], [1.887982, 0.420900, -1.845588], [0.964956, -0.859537, -2.728491], [2.805299, -0.496906, 0.915566], [-1.886581, 2.374767, -0.706001], [-0.859242, 1.190360, -0.325019], [2.248122, -1.281107, -1.716879], [-0.656312, 0.067305, -1.070176], [0.877662, 0.146169, 0.695483], [-0.581021, -0.808784, 1.962838]],
  "forces_ev_per_angstrom": [[0.4450, -0.8561, -0.0638], [-0.0186, -0.4288, -0.9508], [1.1659, 0.5513, -1.6641], [0.2037, -0.9169, -0.1139], [-0.3414, -0.8553, 1.0738], [-0.8761, 0.3697, 0.2917], [-0.1132, -1.1042, -0.3139], [1.2356, -0.5954, 0.3548], [0.2483, -0.3089, -1.0369], [0.1134, -0.0552, 0.3936], [-0.9583, 0.2902, 2.1614], [0.2445, 0.5391, -0.1737], [1.1982, 4.2282, -0.4256], [-0.8004, 1.1494, -1.0197], [0.6279, 0.5236, -0.0009], [0.3577, -0.9494, 0.4854], [-1.0763, 0.6598, 0.7606], [0.3207, -0.4484, -0.9554], [-1.0082, -1.0495, -0.8901], [-0.4965, -0.4950, -0.0302], [-0.1701, 0.4765, 1.0240], [0.6187, -0.7031, 0.1638], [-1.1839, 1.3867, -0.4111], [0.4204, 1.5344, -0.8738], [0.5240, -0.3407, 0.5846], [-1.3471, -0.4928, 0.1542], [1.0244, -1.5509, 0.8100], [-0.3587, -0.5583, 0.6661]]
}

***

no.,DFT total energy (eV)
1,-8934.5443
2,-24068.2215
3,-9333.2004
4,-53127.7616
5,-17813.4627
6,-7359.6313
7,-22615.3518